Model w:
Here is C6H8N2 in the gas phase from OMol25. Energies are from the ωB97M-V functional and the def2-TZVPD basis.

Calculated values
Lowest unoccupied orbital energy ... 0.037 hartree
E_HOMO ... -8.42 eV

```
! wB97M-V def2-TZVPD RIJCOSX def2/J DEFGRID3
* xyz 0 1
C 2.16 0.03 -0.09
C 1.53 -1.18 0.15
C 0.07 -0.76 0.08
N -1.00 -1.25 -0.29
N -2.08 -0.36 0.07
C -1.60 1.01 0.03
C -0.07 0.72 0.41
C 1.27 1.24 -0.26
H 3.23 0.19 0.04
H 2.02 -2.20 0.25
H -2.76 -0.55 -0.74
H -2.30 1.44 0.90
H -1.75 1.59 -0.98
H 0.07 0.86 1.52
H 0.98 1.43 -1.33
H 1.93 2.25 0.01
*
```

Model x:
Here is a 2-piece molecular cluster, C6H8N2 overall from OMol25. Energies are from the ωB97M-V functional and the def2-TZVPD basis.

Calculated values
Lowest unoccupied orbital energy ... 0.024 hartree
E_HOMO ... -9.30 eV

```
! wB97M-V def2-TZVPD RIJCOSX def2/J DEFGRID3
* xyz 0 1
C 0.08 -1.07 1.16
C 1.67 -0.99 -0.83
C 0.07 2.44 0.11
C 0.36 -0.60 -0.24
C -0.51 0.15 -0.94
N -0.85 2.82 0.73
C -1.87 0.27 -0.56
N -2.96 0.46 -0.25
H -1.77 2.95 1.07
H -0.30 0.49 -1.95
H 0.94 -0.89 1.80
H -0.12 -2.14 1.16
H -0.79 -0.59 1.60
H 1.81 -2.09 -0.79
H 2.46 -0.57 -0.22
H 1.78 -0.64 -1.84
*
```

Name the least stable of them. model w.

Model w:
Here is a 2-piece molecular cluster, C4H11N3 overall from OMol25. Energies are from the ωB97M-V functional and the def2-TZVPD basis.

Calculated values
Lowest unoccupied orbital energy ... 0.043 hartree
E_HOMO ... -7.86 eV

```
! wB97M-V def2-TZVPD RIJCOSX def2/J DEFGRID3
* xyz 0 1
H 0.61 -0.99 1.54
N 1.14 -0.24 1.08
N 1.92 -0.73 0.25
C 2.75 0.23 -0.43
H 3.73 0.19 0.04
H 2.86 -0.08 -1.47
H 2.36 1.25 -0.36
C -1.51 1.74 0.08
C -1.07 0.36 -0.28
C -1.62 -0.75 0.19
N -1.17 -2.04 -0.08
H -0.72 2.26 0.62
H -2.40 1.71 0.71
H -1.74 2.32 -0.82
H -0.30 0.30 -1.04
H -2.42 -0.71 0.93
H -1.88 -2.74 -0.12
H -0.52 -2.08 -0.85
*
```

Model x:
Here is C4H11N3 in the gas phase from OMol25. Energies are from the ωB97M-V functional and the def2-TZVPD basis.

Calculated values
Lowest unoccupied orbital energy ... 0.033 hartree
E_HOMO ... -8.54 eV

```
! wB97M-V def2-TZVPD RIJCOSX def2/J DEFGRID3
* xyz 0 1
H -2.50 -0.58 1.59
N -2.61 -0.47 0.59
C -1.61 -0.10 -0.10
N -1.77 0.13 -1.46
N -0.28 -0.05 0.31
C 0.77 0.31 -0.60
C 2.04 0.62 0.25
C 2.81 -0.51 0.97
H -2.77 0.10 -1.64
H -1.30 0.94 -1.83
H 0.09 -0.53 1.11
H 0.75 -0.44 -1.43
H 0.73 1.27 -1.15
H 1.69 1.33 1.02
H 2.70 1.17 -0.41
H 2.05 -1.05 1.56
H 3.32 -1.26 0.37
H 3.49 -0.03 1.67
*
```

Name the least stable of them. model w.

Model w:
Here is C4H11N3 in the gas phase from OMol25. Energies are from the ωB97M-V functional and the def2-TZVPD basis.

Calculated values
Lowest unoccupied orbital energy ... 0.037 hartree
E_HOMO ... -8.50 eV

```
! wB97M-V def2-TZVPD RIJCOSX def2/J DEFGRID3
* xyz 0 1
H 1.56 2.73 -1.66
N 0.86 2.14 -1.23
C 0.79 1.02 -1.83
N -0.02 -0.01 -1.42
C -1.14 0.20 -0.51
C -1.15 -0.82 0.63
C -0.15 -0.51 1.76
N 1.19 -0.96 1.45
H 1.33 0.81 -2.76
H 0.09 -0.88 -1.89
H -2.06 0.08 -1.08
H -1.08 1.22 -0.14
H -2.14 -0.91 1.07
H -0.84 -1.78 0.20
H -0.15 0.58 1.95
H -0.52 -0.99 2.67
H 1.61 -0.63 0.60
H 1.80 -1.27 2.19
*
```

Model x:
Here is C4H11N3 in the gas phase from OMol25. Energies are from the ωB97M-V functional and the def2-TZVPD basis.

Calculated values
Lowest unoccupied orbital energy ... 0.035 hartree
E_HOMO ... -8.99 eV

```
! wB97M-V def2-TZVPD RIJCOSX def2/J DEFGRID3
* xyz 0 1
N -1.49 2.72 -0.04
C -1.29 1.75 0.90
N -0.48 0.78 0.86
C 0.40 0.59 -0.28
C 0.22 -0.84 -0.77
C 0.82 -1.87 0.24
N 1.69 -2.85 -0.49
H -0.95 2.75 -0.89
H -2.11 3.48 0.03
H -1.96 1.92 1.73
H 0.28 1.33 -1.08
H 1.42 0.71 0.11
H 0.81 -0.98 -1.69
H -0.82 -1.08 -0.99
H -0.01 -2.43 0.66
H 1.37 -1.28 0.97
H 1.23 -2.95 -1.39
H 1.54 -3.76 -0.06
*
```

Name the least stable of them. model x.

Model w:
Here is C4H11N3 as an isolated structure from OMol25. Energies are from the ωB97M-V functional and the def2-TZVPD basis.

Calculated values
Lowest unoccupied orbital energy ... 0.023 hartree
E_HOMO ... -6.45 eV

```
! wB97M-V def2-TZVPD RIJCOSX def2/J DEFGRID3
* xyz 0 1
C 0.40 0.41 1.22
C 0.33 -1.26 -1.51
C 1.71 0.89 1.75
N -1.11 -0.23 -0.93
C -0.25 0.96 0.15
N -2.12 -0.98 -0.28
N -0.20 2.04 -0.50
H -1.54 0.20 -1.74
H -0.17 -0.25 1.86
H -1.79 -1.93 -0.10
H -2.27 -0.60 0.65
H -0.70 1.96 -1.39
H 2.36 0.05 2.00
H -0.22 -1.98 -2.11
H 0.89 -0.55 -2.09
H 0.90 -1.70 -0.70
H 1.61 1.43 2.69
H 2.19 1.54 1.01
*
```

Model x:
Here is a 2-piece molecular cluster, C4H11N3 overall from OMol25. Energies are from the ωB97M-V functional and the def2-TZVPD basis.

Calculated values
Lowest unoccupied orbital energy ... 0.012 hartree
E_HOMO ... -8.60 eV

```
! wB97M-V def2-TZVPD RIJCOSX def2/J DEFGRID3
* xyz 0 1
H 1.08 0.98 -2.08
N 1.57 0.58 -1.28
C 0.93 0.76 -0.17
C 1.49 0.31 1.14
C -0.18 1.86 -0.09
N -1.19 1.70 0.70
H -1.84 2.48 0.61
H 2.20 1.05 1.51
H 0.69 0.19 1.88
H 2.02 -0.64 1.01
H 0.00 2.77 -0.67
C -1.08 -2.09 0.06
N -1.00 -1.29 -1.16
H -0.11 -2.08 0.57
H -1.82 -1.67 0.74
H -1.35 -3.12 -0.17
H -0.12 -1.46 -1.63
H -1.30 -0.32 -0.98
*
```

Model y:
Here is C4H11N3 in the gas phase from OMol25. Energies are from the ωB97M-V functional and the def2-TZVPD basis.

Calculated values
Lowest unoccupied orbital energy ... 0.034 hartree
E_HOMO ... -8.67 eV

```
! wB97M-V def2-TZVPD RIJCOSX def2/J DEFGRID3
* xyz 0 1
N -0.14 2.76 -0.95
C 0.57 1.99 -0.13
N 1.04 0.89 -0.41
C 1.35 -0.03 0.67
C 0.09 -0.96 0.95
C -0.35 -1.42 -0.38
N -1.73 -2.06 -0.20
H -0.92 3.21 -0.50
H -0.28 2.52 -1.92
H 0.84 2.24 0.88
H 1.61 0.37 1.64
H 2.27 -0.72 0.47
H 0.47 -1.71 1.62
H -0.71 -0.64 1.56
H -0.28 -0.62 -1.05
H 0.34 -2.12 -0.90
H -2.38 -1.21 -0.23
H -1.79 -2.50 -1.13
*
```

Model z:
Here is C4H11N3 in the gas phase from OMol25. Energies are from the ωB97M-V functional and the def2-TZVPD basis.

Calculated values
Lowest unoccupied orbital energy ... 0.040 hartree
E_HOMO ... -7.45 eV

```
! wB97M-V def2-TZVPD RIJCOSX def2/J DEFGRID3
* xyz 0 1
N 1.30 2.62 0.41
C 1.36 1.28 -0.05
C 0.43 0.40 0.25
N -0.73 0.78 0.96
C 0.57 -1.06 -0.07
C -0.62 -1.69 -0.79
N -1.90 -1.47 -0.16
H 2.18 3.10 0.43
H 0.55 3.14 -0.01
H 2.24 0.95 -0.58
H -0.50 1.33 1.77
H -1.22 -0.03 1.29
H 1.31 -1.16 -0.87
H 0.91 -1.53 0.85
H -0.59 -1.34 -1.80
H -0.45 -2.74 -0.85
H -2.26 -0.53 -0.18
H -2.59 -2.06 -0.61
*
```

Name the least stable of them. model w.

Model w:
Here is CH3NO in the gas phase from OMol25. Energies are from the ωB97M-V functional and the def2-TZVPD basis.

Calculated values
Lowest unoccupied orbital energy ... 0.032 hartree
E_HOMO ... -9.89 eV

```
! wB97M-V def2-TZVPD RIJCOSX def2/J DEFGRID3
* xyz 0 1
N 0.53 -0.29 -0.10
C -0.56 0.32 0.02
O -1.62 -0.33 -0.07
H 0.58 -1.35 0.22
H 1.40 0.16 -0.06
H -0.33 1.49 -0.01
*
```

Model x:
Here is a 2-piece molecular cluster, CH3NO overall from OMol25. Energies are from the ωB97M-V functional and the def2-TZVPD basis.

Calculated values
Lowest unoccupied orbital energy ... 0.044 hartree
E_HOMO ... -10.08 eV

```
! wB97M-V def2-TZVPD RIJCOSX def2/J DEFGRID3
* xyz 0 1
C -0.33 1.37 1.74
N -0.53 -0.34 -1.04
O 0.35 2.27 1.85
H -0.38 -1.18 -1.52
H 0.22 -0.41 -0.52
H -0.83 -0.13 -1.91
*
```

Model y:
Here is CH3NO in the gas phase from OMol25. Energies are from the ωB97M-V functional and the def2-TZVPD basis.

Calculated values
Lowest unoccupied orbital energy ... 0.037 hartree
E_HOMO ... -9.72 eV

```
! wB97M-V def2-TZVPD RIJCOSX def2/J DEFGRID3
* xyz 0 1
C 1.24 0.17 -0.03
N 0.02 -0.50 -0.04
O -1.11 0.24 -0.02
H 1.06 1.23 0.08
H 2.09 -0.44 0.23
H -1.84 -0.30 0.29
*
```

Model z:
Here is a 2-piece molecular cluster, CH3NO overall from OMol25. Energies are from the ωB97M-V functional and the def2-TZVPD basis.

Calculated values
Lowest unoccupied orbital energy ... 0.023 hartree
E_HOMO ... -11.10 eV

```
! wB97M-V def2-TZVPD RIJCOSX def2/J DEFGRID3
* xyz 0 1
H 2.90 2.37 -2.40
H 2.25 2.14 -2.20
N -0.87 -1.80 1.20
C -1.34 -0.61 1.12
O -1.56 0.58 1.06
H -1.38 -2.67 1.22
*
```

Name the least stable of them. model y.